A structure of composition C36H38IrN5O4S3, computed with the ωB97M-V functional and the def2-TZVPD basis.

Computed properties:
Charge = 0
HOMO-LUMO gap = 6.73 eV
Energy above the lowest of the compared OMol25 structures with the same formula, charge and spin = 64.74 kJ/mol
E_tot = -3268.1984 hartree

Positions of all 87 atoms, in Å:
Ir (-0.839446, -0.652056, -0.109150)
S (0.897121, -7.279509, 1.774885)
S (-2.046375, -2.637279, 0.077877)
S (-1.090076, -5.080975, 1.521174)
O (-2.734883, 0.186410, -0.534248)
O (0.052918, 1.183812, -0.492187)
O (-1.562319, 7.153622, -0.365673)
O (-3.529309, 6.287275, -0.505073)
N (-2.319237, 6.204124, -0.420287)
N (-0.372894, -0.927941, 1.856988)
N (0.996440, -1.404177, -0.267089)
N (0.682457, -5.412679, -0.216975)
N (0.010043, -4.279709, -0.633351)
C (3.175890, -1.051919, -1.325428)
C (4.685678, -1.635019, 0.722878)
C (-2.872166, 0.582653, 2.386932)
C (-2.040009, 0.067110, 3.548261)
C (-2.947488, -0.752230, 4.476150)
C (1.971104, -1.367112, -3.827615)
C (-0.325751, 4.732977, -0.341695)
C (3.349804, -1.356671, -3.729736)
C (2.053784, -7.176454, -1.231254)
C (2.512812, -4.858754, -1.709693)
C (3.105283, -7.540950, -2.059553)
C (3.218345, 0.441400, 0.791556)
C (-0.936998, -3.979244, 0.182287)
C (3.957987, -0.560958, -0.098240)
C (0.865200, -2.221796, 3.277690)
C (3.931266, -1.159878, -2.491856)
C (-0.122890, -1.573572, 3.992037)
C (1.165884, -1.287245, -2.698770)
C (1.781711, -1.248734, -1.436094)
C (-1.724912, 4.868982, -0.422914)
C (-2.534045, 3.776363, -0.514362)
C (-0.911474, -2.459986, -3.560632)
C (0.272707, -5.996514, 0.943261)
C (0.701295, -1.820253, 1.954338)
C (-2.927448, 1.412141, -0.619319)
C (-0.556678, 2.309660, -0.437072)
C (1.767420, -5.830516, -1.051024)
C (-1.471819, 1.268312, 4.319896)
C (3.558396, -5.238162, -2.534532)
C (3.864004, -6.580708, -2.709035)
C (0.235830, 3.492353, -0.358090)
C (1.446404, -2.007724, 0.792695)
C (-0.883707, -0.793364, 3.094944)
C (-1.982606, 2.480420, -0.511660)
C (-0.678526, 0.060484, -3.750289)
C (-0.329670, -1.192539, -2.950164)
H (-3.282600, -0.232378, 1.790998)
H (-2.431861, -1.062487, 5.384227)
H (4.051544, -2.078451, 1.489961)
H (-3.964482, 1.715962, -0.803250)
H (-0.256104, 0.952177, -3.285385)
H (2.539818, -0.025580, 1.504879)
H (-0.288856, -0.011900, -4.766598)
H (-3.605108, 3.913229, -0.583232)
H (-1.988887, -2.356084, -3.694643)
H (-3.699509, 1.185877, 2.767750)
H (-2.286779, 1.892958, 4.692580)
H (3.962968, -1.433663, -4.618022)
H (3.324659, -8.591723, -2.196664)
H (-0.837429, 1.879308, 3.674170)
H (-0.461194, -2.635325, -4.539387)
H (0.282001, 5.623418, -0.269761)
H (-0.872810, 0.941695, 5.170637)
H (4.131480, -4.472854, -3.041467)
H (4.682233, -6.875391, -3.352758)
H (1.624162, -2.891684, 3.649365)
H (2.637929, 1.142817, 0.191701)
H (1.506006, -1.433542, -4.803064)
H (-3.805164, -0.144766, 4.772329)
H (1.466643, -7.929327, -0.730967)
H (-1.762094, 0.172375, -3.817624)
H (5.006333, -1.039103, -2.420722)
H (3.953123, 1.004481, 1.370583)
H (-0.290666, -1.630459, 5.054451)
H (-3.315470, -1.645466, 3.969345)
H (5.531822, -1.184866, 1.244606)
H (-0.716405, -3.324315, -2.926679)
H (-2.259134, 1.223881, 1.754298)
H (4.755493, 0.019841, -0.569316)
H (5.070738, -2.434551, 0.087496)
H (-0.879347, -1.074821, -1.993315)
H (2.266306, -3.815221, -1.592131)
H (2.352105, -2.596221, 0.749062)
H (1.307803, 3.362959, -0.302780)

Force components x, y, z for each atom (eV/Å):
0.236 -0.167 -0.615
0.029 -0.002 -0.007
-0.070 -0.053 -0.208
0.098 0.024 -0.056
0.007 0.181 0.413
-0.018 0.049 0.366
-0.004 0.011 0.090
-0.020 0.004 0.088
0.027 -0.011 -0.243
-0.109 0.016 -0.047
0.066 0.160 -0.139
-0.068 0.072 -0.083
-0.016 -0.019 -0.025
-0.012 -0.058 -0.024
0.007 0.000 -0.028
0.045 0.028 0.045
-0.045 0.024 -0.027
-0.015 0.012 -0.011
-0.044 -0.011 0.003
-0.038 -0.021 -0.004
0.030 -0.020 0.015
-0.022 0.013 -0.039
0.004 -0.046 0.041
-0.015 -0.043 0.018
0.017 0.012 0.053
-0.009 -0.087 0.247
0.006 0.039 -0.040
-0.003 0.023 0.005
-0.017 -0.014 -0.009
0.034 0.019 0.017
0.029 -0.024 -0.054
0.075 -0.035 0.083
0.003 -0.038 0.062
0.050 0.050 0.016
-0.044 -0.031 0.016
-0.032 0.000 0.080
0.037 -0.013 -0.027
0.101 -0.012 -0.176
-0.102 0.004 -0.177
0.034 0.006 0.004
0.022 -0.010 0.017
0.018 -0.002 -0.014
-0.008 0.042 -0.002
-0.005 0.038 -0.001
-0.146 -0.055 0.067
-0.063 -0.052 0.027
-0.004 -0.138 0.056
-0.002 0.006 -0.041
0.150 0.100 0.014
0.007 0.006 0.034
0.019 -0.009 -0.004
0.014 -0.018 0.013
0.009 0.009 -0.049
0.001 -0.002 0.007
0.044 0.044 -0.010
0.009 0.008 0.007
-0.004 0.000 -0.004
-0.007 -0.014 0.006
-0.005 -0.005 0.010
-0.005 0.000 -0.004
-0.001 -0.006 0.002
0.004 0.002 -0.003
0.001 -0.006 -0.005
-0.001 -0.008 -0.008
0.002 0.001 -0.004
-0.002 0.002 0.003
0.009 0.010 -0.008
0.003 0.001 0.001
0.001 -0.008 -0.001
-0.016 -0.001 0.000
0.005 0.003 -0.004
-0.003 -0.003 0.005
-0.008 0.006 0.001
-0.005 -0.002 0.001
0.001 0.009 -0.004
-0.004 0.005 0.000
-0.006 -0.009 0.006
-0.002 0.000 -0.006
-0.005 0.011 -0.001
0.012 0.027 0.003
-0.018 -0.007 0.003
0.009 -0.005 0.010
-0.005 0.003 0.003
-0.219 -0.099 0.221
-0.038 0.086 0.012
0.003 0.000 0.024
0.005 -0.003 -0.003